Here is a 2-piece molecular cluster, C2H3F5O overall in a non-equilibrium geometry from OMol25. Energies are from ωB97M-V/def2-TZVPD.

Positions of all 11 atoms, in Å:
F 0.77560 0.71904 -1.02284
C 1.22242 0.90805 0.23447
F 2.24152 1.81656 0.17932
C 1.70066 -0.42382 0.67801
F 2.68307 -0.76192 -0.08611
F 2.25247 -0.37177 1.90728
F 0.70879 -1.28153 0.62228
H 0.33873 1.23136 0.82135
O -4.32211 -0.41213 -1.12119
H -3.43865 -0.09786 -1.41949
H -4.16250 -1.32598 -0.79307

Output
F_max: 2.7 eV/A
Energy relative to the best compared isomer or geometry (same formula, charge and spin): 1.21 kcal/mol
Net charge: 0
Frontier orbital gap: 12.1 eV
Multiplicity: 1
SMILES: FC(F)C(F)(F)F.O
HOMO: -11.66 eV

natural (NBO) atomic charge list, values in e, 5 entries:
1. F -0.3228
2. C 0.4825
3. F -0.3125
4. C 0.9061
5. F -0.2926

=====

Here is C2H3FI2 as an isolated structure in a non-equilibrium geometry from OMol25. Energies are from ωB97M-V/def2-TZVPD.

Positions of all 8 atoms, in Å:
C 0.48845 -0.13128 -0.94337
C -0.09067 0.21567 0.44161
F 1.03629 0.97342 -1.47553
I -1.59443 1.69897 0.53290
I 1.00793 0.10872 2.20715
H -0.17504 -0.59307 -1.73570
H 1.29215 -0.80647 -0.68232
H -1.96469 -1.46596 1.65526

Output
F_max: 1.9 eV/A
Energy relative to the best compared isomer or geometry (same formula, charge and spin): 98.98 kcal/mol
Net charge: 0
Frontier orbital gap (alpha / beta): 7.9 / 8.4 eV
Multiplicity: 1
HOMO (alpha / beta): -8.48 / -9.53 eV

natural (NBO) atomic charge list, values in e, 5 entries:
1. C -0.0623
2. C -0.4268
3. F -0.3484
4. I 0.2030
5. I 0.2487

=====

Here is a 2-piece molecular cluster, C2H3FN overall in a non-equilibrium geometry from OMol25. Energies are from ωB97M-V/def2-TZVPD.

Positions of all 7 atoms, in Å:
C -0.19661 -0.10535 0.20253
C -0.92319 -0.50100 1.05965
N 0.56417 0.32859 -0.83395
F -1.86862 -1.48541 2.66760
H 1.56436 0.06995 -0.68438
H 0.67327 1.38359 -0.61818
H 0.18662 0.30963 -1.79326

Output
F_max: 5.7 eV/A
Energy relative to the best compared isomer or geometry (same formula, charge and spin): 157.92 kcal/mol
Net charge: +1
Frontier orbital gap (alpha / beta): 8.6 / 8.6 eV
Multiplicity: 1
HOMO (alpha / beta): -17.41 / -17.40 eV

natural (NBO) atomic charge list, values in e, 5 entries:
1. C -0.1271
2. C 0.5283
3. N -0.7112
4. F -0.1586
5. H 0.4909

=====

Here is a single C2H3FO2S molecule in a non-equilibrium geometry from OMol25. Energies are from ωB97M-V/def2-TZVPD.

Positions of all 9 atoms, in Å:
O -1.42501 -1.43175 -0.84618
S -1.01356 -0.42947 0.06580
O -1.93363 0.22994 0.95634
C 0.61468 -0.57221 0.54714
C 0.17663 0.73874 -0.66514
F 0.30347 2.00094 -0.11800
H 1.52692 -1.26052 0.27609
H 0.85208 0.04382 1.37158
H 0.89842 0.68050 -1.58763

Output
F_max: 3.0 eV/A
Energy relative to the best compared isomer or geometry (same formula, charge and spin): 78.87 kcal/mol
Net charge: 0
Frontier orbital gap: 11.2 eV
Multiplicity: 1
SMILES: O=S1(=O)C[C@@H]1F
HOMO: -10.73 eV

natural (NBO) atomic charge list, values in e, 5 entries:
1. O -0.8893
2. S 2.1746
3. O -0.8662
4. C -0.7698
5. C -0.0798

=====

Q: What is the F_max in the third record?
A: 5.7 eV/A

=====

Q: Number 4 is which compound?
A: C2H3FO2S